The following is a DFT calculation (ωB97M-V with the def2-TZVPD basis set) of C32H25FNO3PTa as an isolated structure.

Cartesian coordinates (Å):
Ta (0.8599, 0.5541, -1.0058)
C (-0.8001, 7.2604, -0.7214)
C (-0.8808, 6.4663, 0.3774)
C (-0.2288, 5.2620, 0.3991)
C (0.1660, 4.7429, -0.8134)
C (0.1043, 5.4917, -2.0451)
C (-0.3263, 6.7613, -1.9643)
P (0.5672, 3.0037, -0.8237)
C (-0.1821, 2.2039, -2.2747)
C (0.4370, 2.2677, -3.5518)
C (-0.3021, 1.9385, -4.6613)
C (-1.6258, 1.5299, -4.5523)
C (-2.2480, 1.4922, -3.2889)
C (-1.5425, 1.9658, -2.1575)
C (2.3897, 2.4766, -1.0854)
C (3.3487, 3.4638, -1.4612)
C (4.6676, 3.1132, -1.4173)
C (5.0109, 1.8593, -1.0482)
C (4.1175, 0.8864, -0.6722)
C (2.7546, 1.1786, -0.7340)
H (-1.2928, 8.2037, -0.7325)
H (-1.4964, 6.7520, 1.2744)
H (-0.1840, 4.5932, 1.2525)
H (0.3110, 4.9842, -2.8729)
H (-0.3526, 7.4618, -2.7644)
H (1.5318, 2.3071, -3.6844)
H (0.2352, 1.9189, -5.5809)
H (-2.1286, 1.1226, -5.4000)
H (-3.2540, 1.1882, -3.1329)
H (-2.1063, 2.0065, -1.1954)
H (3.0879, 4.4643, -1.6466)
H (5.4862, 3.7799, -1.6297)
H (6.0482, 1.5054, -1.0650)
H (4.3193, -0.0909, -0.4003)
C (-2.7074, -5.6626, 1.4848)
C (-1.1472, -5.7124, 1.5043)
C (-0.6318, -6.1462, 2.8474)
C (-1.1804, -5.3536, 4.0817)
C (-1.0515, -3.8911, 3.7348)
C (-1.1792, -2.9335, 4.7026)
C (-1.0373, -1.5873, 4.3966)
F (-1.1776, -0.6949, 5.4023)
C (-0.7454, -1.0832, 3.1957)
C (-0.5114, -1.9993, 2.1779)
C (-0.0374, -1.6712, 0.8566)
O (0.2749, -0.3575, 0.5738)
C (0.0662, -2.6223, -0.1327)
C (-0.2745, -3.9531, 0.1156)
N (-0.6375, -4.3321, 1.3452)
C (-0.7040, -3.4048, 2.4398)
C (0.3731, -2.4255, -1.6132)
O (0.2423, -3.2888, -2.4309)
O (0.8468, -1.1201, -1.8580)
H (-3.1128, -6.6583, 1.6009)
H (-2.9988, -5.2627, 0.5177)
H (-2.9843, -5.0320, 2.3439)
H (-0.7351, -6.2288, 0.6069)
H (0.4172, -6.3311, 2.7683)
H (-1.0181, -7.1606, 2.9251)
H (-0.5609, -5.5538, 4.9776)
H (-2.1830, -5.6767, 4.3915)
H (-1.3743, -3.1487, 5.7579)
H (-0.5338, -0.0777, 3.0391)
H (-0.1887, -4.7458, -0.6730)

Computed properties:
**LUMO level**: -10.44 eV
**E**: -54753.2858 eV
**Charge**: +3

natural (NBO) population analysis, charges in e, atoms 1 to 2:
1 Ta 2.1976
2 C -0.1084



The following is a DFT calculation (ωB97M-V with the def2-TZVPD basis set) of C38H51ClOP4Re as an isolated structure.

Cartesian coordinates (Å):
P (-0.4320, 3.3465, -0.3144)
C (0.6134, 4.8809, -0.3833)
C (0.8164, 5.6691, -1.5291)
H (0.4823, 5.3326, -2.5103)
C (1.4470, 6.9149, -1.4256)
H (1.5636, 7.5343, -2.3160)
C (1.9332, 7.3646, -0.1957)
H (2.4209, 8.3386, -0.1162)
C (1.8091, 6.5451, 0.9318)
H (2.2123, 6.8741, 1.8890)
C (1.1749, 5.3071, 0.8380)
H (1.0983, 4.6655, 1.7166)
C (-0.7621, 3.1543, -2.1291)
C (0.2303, 2.4984, -2.8873)
H (1.0635, 2.0107, -2.3761)
C (0.1700, 2.4967, -4.2803)
H (0.9585, 2.0066, -4.8516)
C (-0.8919, 3.1175, -4.9445)
H (-0.9302, 3.1201, -6.0361)
C (-1.9093, 3.7175, -4.1999)
H (-2.7529, 4.1872, -4.7075)
C (-1.8575, 3.7193, -2.8017)
H (-2.6757, 4.1787, -2.2461)
C (-2.0299, 4.1613, 0.1697)
C (-2.2508, 5.5493, 0.1729)
H (-1.4308, 6.2487, 0.0153)
C (-3.5377, 6.0630, 0.3712)
H (-3.6971, 7.1412, 0.3400)
C (-4.6126, 5.2046, 0.6148)
H (-5.6179, 5.6040, 0.7649)
C (-4.3857, 3.8263, 0.6864)
H (-5.2124, 3.1495, 0.8992)
C (-3.1048, 3.3072, 0.4916)
H (-2.9335, 2.2340, 0.5912)
Re (1.1201, -1.5148, 1.2959)
C (-0.1550, -2.6883, 0.1493)
C (-0.8284, -2.1678, -0.9246)
H (-0.2975, -3.7502, 0.3792)
C (-0.6691, -0.6825, -1.1339)
O (-1.9736, -0.0590, -1.0060)
H (-1.9322, 0.8847, -1.2703)
C (0.2709, -0.2329, -0.0727)
H (-0.2240, -0.4756, -2.1217)
C (0.5653, 0.5710, 0.8950)
Cl (2.6289, -0.4498, 2.8634)
P (-0.4272, -1.8113, 3.0648)
P (3.1373, -1.7746, 0.0024)
C (0.1984, -2.0496, 4.7637)
H (0.8705, -1.2228, 5.0187)
H (0.7580, -2.9895, 4.8303)
H (-0.6479, -2.0819, 5.4639)
C (-1.5184, -0.3686, 3.2057)
H (-2.0773, -0.2373, 2.2719)
H (-0.9034, 0.5212, 3.3768)
H (-2.2137, -0.5147, 4.0423)
C (-1.5853, -3.2209, 2.9282)
H (-1.0205, -4.1595, 2.8596)
H (-2.1968, -3.1127, 2.0237)
H (-2.2396, -3.2583, 3.8111)
C (4.5801, -2.6017, 0.7624)
H (4.3696, -3.6656, 0.9263)
H (4.7878, -2.1327, 1.7317)
H (5.4551, -2.4974, 0.1047)
C (2.9234, -2.6924, -1.5613)
H (2.0236, -2.3354, -2.0762)
H (2.8048, -3.7635, -1.3602)
H (3.7965, -2.5406, -2.2104)
C (3.8419, -0.1752, -0.4984)
H (4.0685, 0.4100, 0.3985)
H (3.1234, 0.3759, -1.1136)
H (4.7600, -0.3459, -1.0733)
P (-1.9342, -3.1724, -1.9628)
C (-1.4828, -4.9001, -1.8506)
C (-1.7968, -2.5990, -3.6536)
H (-1.6241, -5.2706, -0.8272)
H (-0.4359, -5.0483, -2.1479)
H (-2.1272, -5.4809, -2.5250)
H (-1.9552, -1.5135, -3.6994)
H (-2.5564, -3.1016, -4.2683)
H (-0.8018, -2.8385, -4.0539)
C (-3.5849, -2.9389, -1.3043)
H (-3.7148, -3.5740, -0.4161)
H (-4.3287, -3.2170, -2.0636)
H (-3.7002, -1.8826, -1.0247)
H (0.9002, 1.5707, 1.1513)
C (2.8121, -6.1998, 2.9181)
C (2.9585, -5.0568, 3.7098)
C (2.5096, -3.8155, 3.2290)
C (1.8811, -3.7144, 1.9906)
C (1.7990, -4.8457, 1.1764)
C (2.2486, -6.0913, 1.6441)
H (3.1475, -7.1704, 3.2922)
H (3.4228, -5.1287, 4.6998)
H (2.6748, -2.9105, 3.8182)
H (1.3860, -4.7838, 0.1679)
H (2.1596, -6.9758, 1.0109)

Computed properties:
**LUMO level (spin up / spin down)**: -4.79 / -8.32 eV
**2S+1**: 4
**E**: -94073.7696 eV
**⟨S²⟩**: 3.7894
**Charge**: +2

Mulliken population analysis, charges in e, atoms 1 to 2:
1 P 0.5369
2 C 0.2937



Q: Among the records above, which one has the lowest charge?
A: C38H51ClOP4Re



Q: Which formula does entry 1 have?
A: C32H25FNO3PTa



Q: Among the records above, which one has the lowest charge?
A: C38H51ClOP4Re



Q: Look up the charge of the second one.
A: +2